[1]
Below is C14H17BrN3O6W as an isolated structure, with properties calculated with ωB97M-V with the def2-TZVPD basis set.

Calculated values
Relative energy (zero: lowest compared OMol25 entry of this formula, charge and spin)   1.1 kcal per mole
Spin multiplicity   3
Calculated total energy   -103413.7913 eV
Net charge   +1

Each line ends with the Mulliken spin population.
Element x y z (Å)
W -0.13 -0.30 0.22  1.7203
N -1.23 1.35 1.21  0.0109
C -0.38 2.24 2.05  0.0045
C 1.09 2.12 1.63  0.0131
O 1.91 2.97 1.87  0.0418
N 1.32 0.93 1.02  0.0163
C 2.67 0.61 0.57  0.0097
C 2.53 -0.48 -0.48  0.0342
O 3.18 -0.63 -1.46  0.0009
O 1.47 -1.31 -0.16  0.0064
H -1.63 1.88 0.44  0.0060
H -2.03 1.02 1.75  0.0061
H -0.45 1.92 3.09  -0.0009
H -0.70 3.28 1.99  -0.0014
H 3.27 0.22 1.39  -0.0009
H 3.19 1.48 0.16  -0.0002
Br 1.13 -1.69 3.33  0.0121
C -0.33 -2.51 2.50  0.0230
C -0.85 -3.68 3.05  -0.0176
C -1.96 -4.26 2.47  0.0288
C -2.54 -3.66 1.36  -0.0085
C -1.97 -2.52 0.86  0.0195
N -0.87 -1.94 1.42  0.0035
C -2.56 -1.80 -0.33  0.0157
O -3.57 -2.18 -0.85  0.0106
O -1.84 -0.75 -0.73  0.0062
H -0.37 -4.11 3.92  0.0004
H -2.37 -5.17 2.89  0.0009
H -3.43 -4.05 0.88  -0.0004
C 0.94 1.23 -3.71  0.0049
C 0.71 2.61 -3.11  -0.0012
C 0.66 2.34 -1.62  0.0105
O 0.15 0.96 -1.51  0.0152
C 0.05 0.35 -2.85  0.0022
H 1.98 0.92 -3.60  0.0004
H 0.67 1.17 -4.76  0.0001
H -0.23 3.04 -3.46  0.0002
H 1.51 3.31 -3.35  0.0005
H -0.03 2.99 -1.08  0.0042
H 1.64 2.38 -1.15  0.0027
H -1.00 0.38 -3.14  0.0086
H 0.39 -0.68 -2.76  -0.0094


[2]
Below is a 5-piece molecular cluster, C14H17Cl6F9O6 overall, with properties calculated with ωB97M-V with the def2-TZVPD basis set.

Calculated values
Relative energy (zero: lowest compared OMol25 entry of this formula, charge and spin)   0.0 kcal per mole
Calculated total energy   -126671.6345 eV
Structure (SMILES)   CCOC(=O)C(F)(F)F.CCOC(=O)C(F)(F)F.CCOC(=O)C(F)(F)F.ClC(Cl)Cl.ClC(Cl)Cl
Net charge   0

Each line ends with the Löwdin charge.
Element x y z (Å)
C -2.19 -2.76 -3.77  -0.0536
C -1.41 -4.04 -3.65  -0.1921
O -2.23 -5.11 -3.15  0.0411
C -2.54 -5.08 -1.87  -0.4053
O -2.17 -4.31 -1.05  0.1534
C -3.41 -6.30 -1.50  -0.5339
F -3.85 -6.99 -2.55  0.1744
F -2.67 -7.12 -0.73  0.1594
F -4.47 -5.91 -0.78  0.1598
H -1.58 -1.97 -4.22  0.0898
H -2.51 -2.36 -2.81  0.0450
H -3.02 -2.91 -4.46  0.0891
H -0.50 -3.94 -3.06  0.1221
H -1.09 -4.36 -4.64  0.1267
C -4.16 2.99 2.88  -0.0733
C -2.99 3.94 2.69  -0.1881
O -2.03 3.28 1.85  0.0089
C -0.85 3.86 1.74  -0.4131
O -0.48 4.85 2.30  0.1754
C 0.05 3.18 0.70  -0.5370
F -0.37 1.98 0.33  0.1340
F 0.05 3.97 -0.40  0.1533
F 1.31 3.08 1.13  0.1727
H -5.01 3.51 3.30  0.0809
H -3.83 2.16 3.51  0.0751
H -4.52 2.58 1.94  0.0711
H -2.53 4.18 3.64  0.1276
H -3.34 4.84 2.18  0.1335
C 4.51 2.07 0.68  -0.0876
C 4.29 1.13 -0.47  -0.1871
O 3.01 0.51 -0.30  0.0431
C 2.49 -0.08 -1.35  -0.4124
O 2.98 -0.20 -2.43  0.1735
C 1.06 -0.59 -1.05  -0.5493
F 0.19 0.23 -1.64  0.1454
F 0.90 -1.82 -1.56  0.1625
F 0.78 -0.63 0.25  0.1671
H 3.97 3.01 0.59  0.0789
H 5.57 2.34 0.76  0.0468
H 4.22 1.61 1.62  0.0569
H 5.05 0.35 -0.50  0.1314
H 4.32 1.67 -1.42  0.1318
Cl -2.61 0.07 1.27  0.5635
C -2.97 -0.71 -0.30  -1.5473
Cl -3.27 0.46 -1.54  0.5708
Cl -4.34 -1.81 -0.09  0.5483
H -2.09 -1.30 -0.52  -0.0081
Cl 7.52 3.09 2.91  0.5239
C 6.92 1.66 3.78  -1.5439
Cl 6.81 0.27 2.71  0.5455
Cl 5.36 1.99 4.51  0.5409
H 7.66 1.44 4.54  0.0086


[3]
Below is C14H17ClFN3O4S as an isolated structure, with properties calculated with ωB97M-V with the def2-TZVPD basis set.

Calculated values
Calculated total energy   -53529.0243 eV
Net charge   0

Each line ends with the Löwdin charge.
Element x y z (Å)
C 5.63 -0.90 -0.06  -0.1336
N 4.65 0.11 -0.41  -0.0935
C 3.63 -0.29 -1.39  -0.1717
C 2.24 -0.44 -0.83  -0.0892
C 1.39 0.72 -0.72  -0.1290
C 1.87 2.09 -1.14  -0.0086
C 0.14 0.61 -0.24  -0.1737
F -0.64 1.70 -0.12  0.0948
C -0.40 -0.63 0.18  -0.2715
N -1.60 -0.90 0.69  -0.2165
S -1.61 -2.47 0.99  1.0628
N -0.14 -2.88 0.49  -0.2055
C 0.44 -1.75 0.06  -0.3109
C 1.76 -1.66 -0.44  -0.1143
C 2.54 -2.96 -0.53  -0.1149
C 2.18 -3.66 -1.83  -0.7914
O 1.11 -3.68 -2.30  0.0884
Cl 3.53 -4.48 -2.64  0.6484
H 6.41 -0.42 0.53  0.0756
H 5.25 -1.73 0.55  0.0682
H 6.12 -1.29 -0.95  0.0817
H 4.23 0.52 0.41  0.1070
H 3.91 -1.23 -1.87  0.1067
H 3.63 0.44 -2.20  0.1030
H 2.76 2.04 -1.75  0.0661
H 1.09 2.57 -1.72  0.0885
H 2.03 2.73 -0.28  0.0946
H 2.21 -3.60 0.29  0.1291
H 3.60 -2.80 -0.48  0.0748
C -7.97 2.24 1.55  -0.0453
O -6.83 1.40 1.68  0.0006
C -5.66 2.02 1.48  -0.6261
O -5.53 3.19 1.21  0.1222
O -4.69 1.13 1.62  0.0090
C -3.37 1.65 1.44  -0.0504
H -8.84 1.62 1.73  0.0916
H -7.94 3.05 2.28  0.0964
H -8.03 2.66 0.54  0.0966
H -3.16 2.43 2.17  0.1005
H -3.25 2.04 0.43  0.0948
H -2.68 0.83 1.58  0.0447


[4]
Below is one molecule with the formula C14H17ClN2O2, with properties calculated with ωB97M-V with the def2-TZVPD basis set.

Calculated values
Relative energy (zero: lowest compared OMol25 entry of this formula, charge and spin)   0.3 kcal per mole
Calculated total energy   -34392.8091 eV
Structure (SMILES)   O=C(NCCC(=O)N1CCCC1)c1ccccc1Cl
Net charge   0

Each line ends with the Löwdin charge.
Element x y z (Å)
O -1.23 -1.61 1.42  0.0806
C -1.60 -1.06 0.40  -0.4846
N -0.85 -1.00 -0.73  0.0463
C 0.52 -1.45 -0.76  -0.1636
C 1.49 -0.35 -0.33  -0.0794
C 2.93 -0.76 -0.61  -0.4631
O 3.22 -1.73 -1.29  0.0614
N 3.87 0.03 -0.07  -0.0597
C 3.66 1.19 0.78  -0.1593
C 5.06 1.77 0.97  -0.1651
C 5.95 0.53 0.88  -0.1656
C 5.28 -0.28 -0.22  -0.1415
C -2.97 -0.46 0.28  -0.1537
C -4.05 -1.22 0.72  -0.0133
C -5.34 -0.73 0.66  -0.0710
C -5.57 0.54 0.17  -0.0771
C -4.51 1.33 -0.25  -0.1072
C -3.22 0.82 -0.20  -0.5908
Cl -1.92 1.86 -0.69  0.7148
H -1.18 -0.45 -1.50  0.1086
H 0.77 -1.79 -1.77  0.1262
H 0.60 -2.30 -0.07  0.1321
H 1.35 -0.14 0.73  0.1199
H 1.28 0.57 -0.88  0.1219
H 2.98 1.90 0.31  0.1211
H 3.23 0.88 1.74  0.1259
H 5.16 2.29 1.92  0.1095
H 5.30 2.45 0.16  0.1132
H 6.99 0.77 0.65  0.1097
H 5.93 -0.02 1.82  0.1143
H 5.43 -1.35 -0.15  0.1234
H 5.62 0.05 -1.22  0.1293
H -3.84 -2.21 1.11  0.1229
H -6.16 -1.34 1.00  0.1053
H -6.57 0.93 0.12  0.1060
H -4.68 2.33 -0.61  0.1027


[5]
Below is C14H17Cu2N2O as an isolated structure, with properties calculated with ωB97M-V with the def2-TZVPD basis set.

Calculated values
Spin multiplicity   2
Calculated total energy   -109079.8799 eV
Net charge   +2

Each line ends with the Mulliken spin population.
Element x y z (Å)
Cu -2.12 0.78 -2.89  0.0000
Cu -0.45 -1.66 -2.17  -0.0003
O -0.80 0.27 -1.15  0.0002
H -0.50 -0.24 -0.37  0.0000
N -1.28 1.52 1.19  -0.0006
C -0.40 1.96 2.17  0.0023
C -1.14 2.47 3.17  0.0035
C -2.48 2.46 2.79  -0.0002
C -2.60 1.87 1.56  0.0032
H -0.95 1.17 0.30  0.0016
H 0.66 1.74 2.06  -0.0074
H -0.76 2.80 4.13  0.0001
H -3.33 2.73 3.41  0.0000
H -3.47 1.73 0.93  -0.0001
N 1.65 1.66 -1.50  -0.0769
C 2.42 2.22 -2.45  0.3755
C 3.70 2.51 -2.01  0.1110
C 3.61 2.41 -0.70  0.0915
C 2.47 1.68 -0.39  0.3665
H 0.72 1.28 -1.53  0.0122
H 1.99 2.24 -3.44  0.0162
H 4.52 2.83 -2.64  0.0016
H 4.29 2.71 0.09  0.0033
H 2.13 1.32 0.57  0.0968
C 0.32 -4.25 -0.56  0.0002
C 0.66 -3.26 0.31  -0.0004
C -0.30 -2.39 0.76  -0.0002
C -1.60 -2.38 0.23  -0.0001
C -1.97 -3.47 -0.51  0.0000
C -1.00 -4.39 -0.97  0.0000
H 1.00 -4.98 -0.96  0.0000
H 1.66 -3.09 0.71  0.0001
H 0.03 -1.71 1.53  0.0004
H -2.34 -1.74 0.69  0.0000
H -3.02 -3.59 -0.74  0.0000
H -1.31 -5.20 -1.61  0.0000


[6]
Below is a 2-piece molecular cluster, C14H17F3N5O4Si overall, with properties calculated with ωB97M-V with the def2-TZVPD basis set.

Calculated values
Calculated total energy   -46453.6330 eV
Net charge   +1

Each line ends with the Löwdin charge.
Element x y z (Å)
C 1.48 -2.30 -1.05  -0.1614
Si 0.13 -1.08 -1.66  0.6090
C 0.10 -1.12 -3.58  -0.1760
C 0.69 0.67 -1.17  -0.1586
N -1.55 -1.53 -1.11  -0.0408
N -1.95 -2.77 -1.36  0.1105
C -3.22 -2.96 -0.94  0.0377
N -3.57 -1.72 -0.37  0.0746
C -4.85 -1.33 0.29  -0.0696
O -5.96 -2.09 -0.16  0.0810
C -6.58 -1.52 -1.25  -0.6117
F -7.04 -0.26 -1.01  0.1556
F -7.66 -2.27 -1.55  0.1789
F -5.77 -1.45 -2.35  0.1531
C -2.55 -0.82 -0.49  -0.2262
O -2.48 0.49 -0.09  0.1127
C -2.03 0.54 1.22  -0.2195
N -1.33 0.45 2.12  0.2450
H 2.41 -1.67 -0.88  0.0411
H 1.70 -3.04 -1.86  0.0437
H 1.22 -2.77 -0.06  0.0416
H -0.35 -0.16 -3.93  0.0413
H -0.61 -1.95 -3.85  0.0367
H 1.11 -1.33 -4.01  0.0540
H 0.91 1.25 -2.12  0.0570
H -0.06 1.27 -0.61  0.0206
H 1.63 0.65 -0.51  0.0281
H -3.84 -3.87 -1.01  0.1718
H -4.72 -1.59 1.38  0.1775
H -4.99 -0.23 0.25  0.1638
C 4.13 4.24 2.94  -0.0629
C 3.41 3.87 1.80  -0.0635
C 3.52 2.58 1.31  -0.0064
C 4.33 1.66 1.96  -0.1428
C 5.06 2.02 3.08  0.0046
C 4.96 3.32 3.57  -0.0558
N 4.43 0.29 1.45  -0.3374
O 3.79 0.00 0.44  0.0343
O 5.13 -0.49 2.06  0.1009
H 4.04 5.24 3.33  0.1119
H 2.77 4.59 1.31  0.1094
H 2.95 2.30 0.43  0.0994
H 5.70 1.31 3.59  0.1233
H 5.51 3.61 4.45  0.1135